The following is a quantum chemistry calculation of C7H10F2K4NO10S2 as an isolated structure in a non-equilibrium geometry, from OMol25.

Summary:
E_tot = -121767.459 eV
Largest force on an atom = 0.2388 hartree/bohr
HOMO-LUMO gap = 5.92 eV

```
! RIJCOSX wB97M-V def2-TZVPD def2/J DEFGRID3
* xyz 3 1
K -5.465 3.333 -3.158
K -9.951 -1.441 0.837
K -2.239 0.619 6.410
K -2.090 4.945 -0.287
N -4.311 1.904 0.519
S -3.683 0.349 0.729
O -4.443 -0.715 0.006
O -2.778 0.090 1.871
F -2.491 0.583 -0.375
S -5.270 1.812 1.610
O -4.683 1.830 2.982
O -6.545 1.070 1.413
F -5.858 3.373 1.286
C 2.612 2.512 -2.789
C 2.548 3.208 -4.113
O 3.054 4.544 -3.995
C 3.415 4.684 -2.665
O 3.702 5.801 -2.180
O 3.198 3.514 -1.983
H 3.257 1.633 -2.802
H 1.550 2.332 -2.625
H 1.568 3.332 -4.574
H 3.251 2.751 -4.810
C 1.138 -4.356 2.383
C 2.481 -4.584 1.706
C 2.602 -4.242 0.224
O 3.423 -3.106 0.058
C 3.874 -2.818 1.325
O 4.682 -1.933 1.551
O 3.243 -3.546 2.244
H 0.927 -3.291 2.477
H 1.280 -4.801 3.368
H 0.248 -4.770 1.910
H 2.969 -5.542 1.881
H 1.623 -4.018 -0.200
H 3.162 -5.058 -0.233
*
```

---

The following is a quantum chemistry calculation of a 10-piece molecular cluster, C26H38N10O12 overall in a non-equilibrium geometry, from OMol25.

Summary:
E_tot = -67030.146 eV
Structure (SMILES) = C[N+](=O)[O-].C[N+](=O)[O-].C[N+](=O)[O-].C[N+](=O)[O-].C[N+](=O)[O-].C[N+](=O)[O-].c1ccncc1.c1ccncc1.c1ccncc1.c1ccncc1
Largest force on an atom = 0.0760 hartree/bohr
HOMO-LUMO gap = 9.82 eV

```
! RIJCOSX wB97M-V def2-TZVPD def2/J DEFGRID3
* xyz 0 1
C 13.315 -14.558 -11.282
N 12.214 -14.049 -10.334
O 11.799 -14.775 -9.488
O 11.694 -12.998 -10.617
H 14.111 -14.904 -10.671
H 13.586 -13.719 -11.969
H 12.852 -15.389 -11.810
C 8.919 -20.092 -3.523
N 9.665 -19.202 -4.317
O 9.559 -19.316 -5.517
O 10.234 -18.286 -3.723
H 8.905 -21.039 -3.981
H 7.913 -19.692 -3.485
H 9.390 -20.076 -2.575
C 8.742 -17.061 -12.603
N 9.556 -15.922 -12.127
O 10.656 -15.818 -12.629
O 9.219 -15.202 -11.205
H 7.812 -16.636 -12.960
H 8.527 -17.697 -11.752
H 9.361 -17.667 -13.247
C 12.301 -19.375 -9.207
N 11.647 -19.919 -10.398
O 12.129 -20.989 -10.772
O 10.665 -19.387 -10.837
H 12.216 -20.108 -8.452
H 11.726 -18.490 -9.014
H 13.335 -19.239 -9.477
C 9.598 -22.847 -9.374
N 10.130 -22.002 -8.256
O 10.728 -22.579 -7.341
O 9.824 -20.833 -8.271
H 10.302 -23.340 -10.003
H 8.899 -22.191 -9.834
H 9.048 -23.749 -8.978
C 9.068 -15.912 -6.076
N 8.693 -16.759 -7.194
O 9.195 -16.677 -8.290
O 7.816 -17.590 -6.970
H 10.045 -15.426 -6.291
H 9.242 -16.649 -5.240
H 8.272 -15.116 -6.004
C 5.431 -18.177 -10.486
C 4.801 -19.410 -10.714
C 5.586 -20.516 -10.538
N 6.831 -20.490 -9.991
C 7.327 -19.279 -9.702
C 6.695 -18.095 -9.947
H 4.898 -17.307 -10.787
H 3.805 -19.507 -11.072
H 5.207 -21.546 -10.593
H 8.299 -19.313 -9.320
H 7.169 -17.171 -9.701
C 5.089 -14.586 -9.718
C 6.464 -14.557 -9.936
C 7.301 -14.420 -8.865
N 6.807 -14.275 -7.555
C 5.464 -14.233 -7.375
C 4.548 -14.358 -8.419
H 4.388 -14.745 -10.435
H 6.862 -14.505 -10.949
H 8.373 -14.343 -8.954
H 5.137 -14.156 -6.352
H 3.492 -14.314 -8.347
C 5.903 -16.711 -2.838
C 5.599 -17.578 -3.895
C 5.262 -18.876 -3.538
N 5.423 -19.463 -2.376
C 5.914 -18.649 -1.471
C 6.049 -17.304 -1.581
H 6.003 -15.683 -3.016
H 5.574 -17.210 -4.946
H 4.800 -19.612 -4.234
H 5.991 -19.104 -0.466
H 6.232 -16.646 -0.730
C 4.100 -20.740 -7.330
C 2.716 -20.560 -7.205
C 2.320 -19.258 -6.975
N 3.117 -18.198 -6.889
C 4.426 -18.456 -6.933
C 4.990 -19.686 -7.098
H 4.517 -21.672 -7.641
H 2.032 -21.328 -7.540
H 1.339 -18.876 -7.133
H 5.102 -17.603 -6.990
H 6.016 -19.885 -7.215
*
```